{"formula": "C18H41B3BrN11O23S", "method": "ωB97M-V/def2-TZVPD", "species": ["C", "C", "C", "B", "O", "B", "C", "C", "S", "C", "N", "N", "C", "O", "O", "B", "C", "C", "O", "Br", "O", "H", "H", "H", "H", "H", "H", "H", "H", "H", "H", "H", "H", "H", "H", "C", "N", "O", "O", "H", "H", "H", "C", "N", "O", "O", "H", "H", "H", "C", "N", "O", "O", "H", "H", "H", "C", "N", "O", "O", "H", "H", "H", "C", "N", "O", "O", "H", "H", "H", "C", "N", "O", "O", "H", "H", "H", "C", "N", "O", "O", "H", "H", "H", "C", "N", "O", "O", "H", "H", "H", "C", "N", "O", "O", "H", "H", "H"], "coordinates": [[4.94293, -2.96276, 0.92008], [4.17676, -1.78934, 1.57280], [3.20372, -1.16752, 0.53002], [2.65607, 0.25319, 0.89929], [1.54117, 0.52425, 1.70105], [0.61789, 1.17902, 0.88945], [-0.89448, 0.76967, 1.04748], [-1.87151, 1.64640, 0.24252], [-2.53337, 0.81807, -1.24158], [-3.64743, -0.31356, -0.54935], [-3.86700, -0.64760, 0.69754], [-4.82624, -1.61348, 0.60739], [-5.16333, -1.85320, -0.60608], [-4.41231, -1.00309, -1.41165], [1.04624, 2.12627, -0.04243], [2.31842, 1.86030, -0.54257], [2.73432, 2.00136, -2.05918], [2.00640, 3.06663, -2.82962], [2.46771, 4.12636, -3.05933], [0.22131, 2.59068, -3.48277], [3.27209, 1.39409, 0.33756], [4.84387, -2.89699, -0.17010], [6.01710, -2.91857, 1.12739], [4.56926, -3.93453, 1.24942], [4.85330, -0.98929, 1.88344], [3.58151, -2.13422, 2.42025], [2.35363, -1.83123, 0.32504], [3.74282, -1.05543, -0.41681], [-1.01397, -0.27497, 0.74901], [-1.11772, 0.84392, 2.11700], [-1.44747, 2.58530, -0.11466], [-2.75458, 1.90530, 0.83179], [-5.87177, -2.55857, -1.00243], [2.53529, 1.04544, -2.56386], [3.81429, 2.14664, -2.12283], [9.97411, -2.44728, 1.12968], [8.60766, -2.97644, 0.86422], [8.19628, -2.92581, -0.27626], [8.00108, -3.42455, 1.81585], [10.39026, -2.08482, 0.19693], [9.87790, -1.64333, 1.85321], [10.56696, -3.26361, 1.53095], [2.53631, -0.91750, -5.15336], [2.24137, -1.80251, -3.99502], [1.85957, -2.93084, -4.22542], [2.40087, -1.32389, -2.89202], [2.34791, -1.46469, -6.06952], [1.87683, -0.05748, -5.07143], [3.57965, -0.62257, -5.08594], [-6.70482, 0.88086, 0.25803], [-6.91956, 2.35188, 0.26025], [-6.52975, 2.98846, -0.69310], [-7.48232, 2.82125, 1.23424], [-6.20145, 0.60788, -0.66148], [-6.09415, 0.63814, 1.12231], [-7.67763, 0.40647, 0.32013], [-2.92417, -4.50397, -0.71866], [-1.66786, -4.90895, -0.03037], [-1.53329, -6.08174, 0.25234], [-0.86473, -4.03012, 0.19905], [-3.54191, -5.38398, -0.85763], [-3.42212, -3.77626, -0.08462], [-2.64761, -4.06849, -1.67509], [-10.49772, -1.19275, 1.28688], [-9.27524, -1.94526, 0.89057], [-8.46617, -1.37751, 0.17485], [-9.16519, -3.07365, 1.30700], [-10.45630, -0.20526, 0.84199], [-11.35485, -1.74980, 0.92102], [-10.50510, -1.13216, 2.37111], [-8.55474, 4.08382, 3.83819], [-9.72360, 4.63069, 4.58036], [-9.75200, 5.82448, 4.79304], [-10.57515, 3.83442, 4.92307], [-7.88354, 4.89958, 3.59820], [-8.06974, 3.35760, 4.48358], [-8.92952, 3.61449, 2.93607], [4.81569, -5.58116, -2.72845], [4.57448, -4.11803, -2.63007], [5.02145, -3.40794, -3.51457], [3.94801, -3.73238, -1.67008], [5.38433, -5.77711, -3.62995], [5.37054, -5.87894, -1.84329], [3.84561, -6.06802, -2.76415], [7.02590, 2.33755, 2.69513], [5.66814, 1.75963, 2.49227], [5.17922, 1.81976, 1.38258], [5.13703, 1.26111, 3.46434], [7.37156, 2.74239, 1.75098], [6.94124, 3.11696, 3.44659], [7.67335, 1.53559, 3.03737], [1.42370, 6.42526, -1.16697], [1.08473, 7.87361, -1.09264], [1.41396, 8.57820, -2.02372], [0.49874, 8.24929, -0.09770], [1.93917, 6.23507, -2.09929], [2.05999, 6.19668, -0.31669], [0.49167, 5.86914, -1.11821]], "lowdin_charge": [-0.092, -0.201, -0.058, -0.504, 0.308, -0.507, -0.092, -0.436, 0.994, -0.710, 0.067, 0.023, -0.173, -0.008, 0.281, -0.544, -0.024, -0.786, 0.047, 0.720, 0.232, 0.036, 0.026, 0.082, 0.087, 0.112, 0.128, 0.108, 0.107, 0.125, 0.073, 0.075, 0.137, 0.095, 0.138, 0.047, -0.445, 0.073, 0.056, 0.093, 0.097, 0.100, 0.053, -0.436, 0.069, 0.055, 0.095, 0.083, 0.105, 0.036, -0.429, 0.085, 0.040, 0.086, 0.098, 0.065, 0.042, -0.452, 0.067, 0.066, 0.095, 0.073, 0.103, 0.058, -0.427, 0.021, 0.089, 0.095, 0.103, 0.105, 0.032, -0.455, 0.067, 0.052, 0.096, 0.102, 0.074, 0.055, -0.424, 0.052, 0.042, 0.093, 0.102, 0.103, 0.050, -0.416, 0.084, 0.081, 0.093, 0.100, 0.096, 0.039, -0.454, 0.069, 0.058, 0.073, 0.103, 0.102], "de_lowest_ev": 0.525}

***

{"formula": "C18H41BNO9S5", "method": "ωB97M-V/def2-TZVPD", "species": ["C", "N", "C", "B", "O", "S", "H", "H", "H", "H", "H", "H", "H", "H", "H", "C", "C", "C", "S", "O", "O", "C", "H", "H", "H", "H", "H", "H", "H", "H", "C", "C", "C", "S", "O", "O", "C", "H", "H", "H", "H", "H", "H", "H", "H", "C", "C", "C", "S", "O", "O", "C", "H", "H", "H", "H", "H", "H", "H", "H", "C", "C", "C", "S", "O", "O", "C", "H", "H", "H", "H", "H", "H", "H", "H"], "coordinates": [[2.76372, -0.31464, 3.47821], [2.91049, 1.11939, 3.87338], [4.31335, 1.56322, 4.02851], [2.19897, 1.90508, 2.93888], [2.53070, 2.47820, 1.79859], [0.25580, 2.22958, 3.31981], [3.73190, -0.79152, 3.36668], [2.22520, -0.41884, 2.53752], [2.19965, -0.86945, 4.23244], [4.35122, 2.34286, 4.79013], [4.72764, 1.99440, 3.11728], [4.94008, 0.73961, 4.35952], [2.77528, 1.71872, 1.22119], [0.12746, 1.90597, 4.61351], [-0.26832, 1.15070, 2.72170], [-2.43489, -0.90475, -1.06262], [-2.64039, -1.12715, 0.43900], [-1.27999, -1.51129, 1.03085], [-0.04651, -0.73906, -0.02709], [0.73977, -1.76158, -0.67137], [0.62827, 0.31944, 0.71633], [-1.18838, -0.03209, -1.20041], [-3.30047, -0.42937, -1.51955], [-2.27823, -1.86540, -1.55915], [-2.99593, -0.20082, 0.89775], [-3.38666, -1.89893, 0.62630], [-1.14796, -1.15197, 2.05008], [-1.10529, -2.58532, 0.99877], [-0.74561, -0.05253, -2.19473], [-1.36380, 1.00750, -0.89712], [-0.31604, 5.15761, -2.88125], [-0.40785, 6.25364, -1.81098], [-0.67822, 5.56129, -0.46928], [0.05111, 3.92140, -0.59583], [-1.00668, 2.93003, -0.52945], [1.19389, 3.80011, 0.27294], [0.58811, 4.07831, -2.29584], [0.07917, 5.53941, -3.82071], [-1.30837, 4.74550, -3.07644], [0.53741, 6.79676, -1.76162], [-1.18854, 6.97653, -2.03954], [-0.21682, 6.07756, 0.36904], [-1.74320, 5.43304, -0.28429], [0.49790, 3.11347, -2.79058], [1.63089, 4.39435, -2.27573], [-6.03454, -6.09882, -0.62964], [-7.45294, -5.53268, -0.47779], [-7.31839, -4.08497, 0.01130], [-5.73789, -3.49401, -0.61027], [-4.86256, -3.22474, 0.51095], [-5.94218, -2.48511, -1.61787], [-5.23694, -5.03293, -1.37392], [-6.03051, -7.04445, -1.16856], [-5.59629, -6.27087, 0.35566], [-7.95842, -5.54973, -1.44479], [-8.05098, -6.12267, 0.21416], [-8.10188, -3.43682, -0.37281], [-7.28663, -4.02328, 1.09738], [-4.15890, -5.14432, -1.28209], [-5.52081, -4.98020, -2.42465], [5.03609, -0.02985, -2.19467], [6.42056, -0.51549, -1.74378], [6.49393, -0.33902, -0.22125], [4.80443, -0.47707, 0.37222], [4.40203, 0.79311, 0.95426], [4.64602, -1.68985, 1.13202], [4.03579, -0.65957, -1.22900], [4.82266, -0.31282, -3.22387], [4.98579, 1.05951, -2.12692], [6.53747, -1.56999, -1.99870], [7.22248, 0.03100, -2.23645], [7.08999, -1.10788, 0.26325], [6.86319, 0.64670, 0.05693], [3.06326, -0.17531, -1.21707], [3.91642, -1.72685, -1.40887]], "lowdin_charge": [-0.041, -0.103, -0.048, -0.806, 0.114, 1.088, 0.080, 0.064, 0.092, 0.089, 0.077, 0.096, 0.100, -0.044, -0.068, -0.201, -0.203, -0.201, 0.691, -0.309, -0.368, -0.222, 0.123, 0.122, 0.124, 0.069, 0.092, 0.111, 0.114, 0.066, -0.213, -0.205, -0.209, 0.693, -0.339, -0.315, -0.221, 0.119, 0.121, 0.120, 0.118, 0.105, 0.106, 0.107, 0.111, -0.217, -0.208, -0.213, 0.677, -0.339, -0.320, -0.228, 0.118, 0.120, 0.119, 0.117, 0.105, 0.106, 0.108, 0.111, -0.211, -0.204, -0.206, 0.709, -0.320, -0.305, -0.219, 0.119, 0.120, 0.121, 0.118, 0.107, 0.108, 0.093, 0.118], "charge": 1}

***

{"formula": "C18H41Br2NNbO6", "method": "ωB97M-V/def2-TZVPD", "species": ["C", "C", "C", "Nb", "N", "C", "Br", "C", "C", "Br", "H", "H", "H", "H", "H", "H", "H", "H", "H", "H", "H", "C", "O", "C", "C", "O", "C", "H", "H", "H", "H", "H", "H", "H", "H", "H", "H", "C", "O", "C", "C", "O", "C", "H", "H", "H", "H", "H", "H", "H", "H", "H", "H", "C", "O", "C", "C", "O", "C", "H", "H", "H", "H", "H", "H", "H", "H", "H", "H"], "coordinates": [[7.16034, -4.72320, -1.04203], [7.31554, -3.81185, -1.99521], [7.27856, -2.68436, -3.17275], [5.16582, -1.72847, -3.11569], [5.45489, -1.50507, -0.96628], [3.02106, -0.95678, -2.77912], [2.86645, 0.81762, -1.83685], [1.83638, -1.71208, -3.19966], [0.34598, -1.10877, -2.88783], [2.01971, -3.47162, -4.15027], [6.62884, -5.45994, -0.32329], [7.44980, -3.22824, -4.17756], [8.09770, -1.90472, -2.94546], [4.55074, -3.42464, -2.73060], [4.87211, -2.06475, -4.87069], [5.81810, -0.06795, -3.45763], [4.49403, -1.44988, -0.58513], [5.96261, -0.60567, -0.89206], [0.30524, 0.03669, -2.96131], [-0.46363, -1.53525, -3.58637], [0.10972, -1.36545, -1.77447], [-1.33906, 0.55991, 0.19808], [-1.88449, -0.68732, -0.19904], [-1.58926, -1.72802, 0.73087], [-2.79355, -2.03798, 1.61774], [-3.08794, -0.94687, 2.48905], [-4.19035, -0.17489, 2.03168], [-1.77617, 1.34232, -0.42624], [-1.55848, 0.78852, 1.24414], [-0.25813, 0.54781, 0.04047], [-0.71118, -1.47743, 1.33543], [-1.34815, -2.62135, 0.14416], [-2.55140, -2.89646, 2.25234], [-3.66836, -2.30383, 1.01332], [-5.12216, -0.72358, 2.20425], [-4.10031, 0.07715, 0.97285], [-4.22061, 0.75248, 2.60735], [3.62465, 1.24183, 4.29063], [3.15635, 1.06187, 2.96194], [3.60750, 2.09323, 2.08483], [4.77362, 1.61783, 1.22046], [5.93884, 1.38105, 2.01094], [6.14848, -0.00407, 2.26316], [3.43306, 0.32257, 4.84831], [4.69762, 1.44789, 4.31937], [3.07824, 2.06231, 4.76801], [3.87723, 2.99524, 2.64505], [2.76648, 2.34473, 1.42919], [5.02740, 2.40827, 0.50686], [4.50012, 0.72511, 0.64806], [6.51584, -0.49375, 1.35633], [5.23692, -0.49883, 2.60658], [6.90854, -0.09752, 3.04212], [-5.73491, 2.14746, -0.36864], [-6.68206, 1.82109, 0.64111], [-7.60636, 2.88111, 0.87652], [-8.95128, 2.60427, 0.20740], [-8.83615, 2.63215, -1.21443], [-8.79580, 1.32744, -1.77818], [-5.20670, 1.23465, -0.65133], [-6.21540, 2.55998, -1.25930], [-5.00818, 2.86565, 0.02490], [-7.19516, 3.84137, 0.54748], [-7.75984, 2.93592, 1.95994], [-9.65258, 3.39731, 0.48614], [-9.37063, 1.65077, 0.54800], [-9.79481, 0.88005, -1.74597], [-8.08409, 0.68069, -1.25984], [-8.48735, 1.41626, -2.82181]], "lowdin_charge": [-0.044, -0.278, -0.442, 1.267, -0.255, -0.836, 0.483, -0.758, -0.179, 0.494, 0.020, 0.023, 0.023, -0.132, -0.163, -0.166, -0.049, -0.040, 0.045, 0.067, 0.071, -0.107, -0.211, -0.197, -0.197, -0.193, -0.113, 0.088, 0.085, 0.076, 0.130, 0.124, 0.122, 0.124, 0.090, 0.063, 0.092, -0.119, -0.193, -0.198, -0.221, -0.199, -0.108, 0.087, 0.082, 0.083, 0.121, 0.114, 0.123, 0.062, 0.067, 0.085, 0.084, -0.108, -0.200, -0.198, -0.200, -0.195, -0.111, 0.083, 0.085, 0.092, 0.125, 0.123, 0.121, 0.124, 0.086, 0.084, 0.090], "charge": -1}

***

The following E values (in eV) correspond, in order, to the records above: -165701.9250; -94095.3437; -174728.4457.
The following gap between HOMO and LUMO values (in eV) correspond, in order, to the records above: 8.903; 9.492; 6.836.
The following HOMO values (in eV) correspond, in order, to the records above: -9.2; -11.7; -4.8.